Record 1
114
Properties=species:S:1:pos:R:3 method="wB97M-V/def2-TZVPD" homo_lumo_gap_ev=8.82 energy_ev=-58190.491 homo_ev=-8.7 smiles=COCCNCCOC.COCCNCCOC.COCCNCCOC.CO.CO.CO.CO.CO.CO.CO fmax_ev_per_a=1.407 lumo_ev=0.12
C 7.49933 6.40534 -1.76517
O 6.28699 5.84343 -2.17127
C 5.16813 6.65942 -1.85874
C 3.93982 5.98183 -2.38215
N 3.63693 4.77624 -1.62585
C 2.35345 4.20485 -1.99488
C 2.16492 2.85873 -1.33814
O 3.19040 1.99538 -1.74914
C 3.31031 0.87984 -0.89807
H 8.32203 5.83711 -2.19575
H 7.62658 6.40651 -0.67111
H 7.61663 7.45325 -2.08296
H 5.27509 7.64346 -2.33898
H 5.10345 6.80393 -0.77347
H 4.10331 5.77808 -3.45221
H 3.10028 6.67684 -2.29009
H 4.33461 4.06941 -1.83682
H 2.24623 4.10167 -3.09271
H 1.53704 4.86237 -1.67865
H 1.15955 2.46625 -1.55601
H 2.20100 3.00146 -0.24542
H 2.36988 0.31226 -0.84626
H 3.60518 1.09852 0.13444
H 4.07167 0.21478 -1.30581
C -3.73857 2.53593 8.07697
O -3.14376 1.82848 7.01295
C -3.48215 2.35880 5.74594
C -3.08326 1.36386 4.69757
N -3.87780 0.16500 4.80984
C -3.29795 -0.95989 4.10308
C -4.04993 -2.23379 4.37693
O -4.20424 -2.38161 5.78144
C -5.14205 -3.38189 6.10816
H -4.81705 2.64615 7.93417
H -3.27579 3.52600 8.18951
H -3.53504 1.97182 8.98505
H -2.96366 3.31893 5.59819
H -4.56061 2.56644 5.68974
H -2.00538 1.15494 4.81568
H -3.22209 1.82749 3.71455
H -3.98346 -0.08717 5.78656
H -2.21321 -1.05251 4.29307
H -3.34719 -0.72254 3.03039
H -3.46948 -3.10073 4.03134
H -5.01513 -2.25373 3.85844
H -6.13690 -3.12677 5.72696
H -5.20779 -3.42009 7.19546
H -4.82247 -4.36168 5.73859
C 4.24236 -6.48224 -3.76281
O 3.86851 -5.29240 -4.39473
C 2.90755 -4.56028 -3.63770
C 2.88091 -3.15044 -4.17328
N 1.92513 -2.35898 -3.38784
C 1.83960 -0.95550 -3.84854
C 0.58928 -0.31708 -3.31423
O -0.52908 -0.66426 -4.09943
C -1.70356 -0.03759 -3.63881
H 4.56529 -6.30510 -2.72715
H 5.04991 -6.94184 -4.32601
H 3.40654 -7.19958 -3.70656
H 3.19900 -4.53240 -2.58296
H 1.93352 -5.05111 -3.76459
H 2.60930 -3.15037 -5.23570
H 3.86445 -2.69743 -4.04407
H 1.00454 -2.75834 -3.56862
H 1.89709 -0.93442 -4.94377
H 2.69387 -0.39438 -3.46487
H 0.77589 0.77332 -3.35018
H 0.43757 -0.53183 -2.24803
H -1.74045 0.10612 -2.55518
H -2.55441 -0.66393 -3.92384
H -1.83263 0.92293 -4.15603
C -1.66053 -3.72320 -3.00618
O -2.08478 -2.93706 -1.89144
H -1.00535 -4.49686 -2.61699
H -2.51595 -4.19207 -3.50118
H -1.15536 -3.09822 -3.74860
H -2.74854 -2.29854 -2.18025
C -1.44309 -0.23108 0.53623
O -0.41314 0.70160 0.20936
H -1.07615 -0.85926 1.34384
H -2.37828 0.26054 0.82078
H -1.64482 -0.85411 -0.34429
H -0.80433 1.49264 -0.17870
C 2.16908 0.50310 2.45317
O 3.56228 0.43837 2.71808
H 1.88996 -0.05474 1.55894
H 1.55401 0.15145 3.29370
H 1.85456 1.54059 2.34143
H 3.74237 -0.42365 3.10016
C -4.70391 -0.14047 -1.78877
O -4.60269 -1.56104 -1.88970
H -5.72719 0.20713 -1.64289
H -4.08036 0.19926 -0.95746
H -4.33163 0.29104 -2.71479
H -5.26126 -1.96829 -1.32163
C -2.42671 3.54412 -0.18607
O -1.86562 2.70590 -1.20363
H -1.74319 4.36134 0.04288
H -3.38689 3.95182 -0.50500
H -2.59554 2.93697 0.70096
H -2.19379 2.98294 -2.06207
C 1.25047 -2.74480 0.03951
O 2.47333 -2.76134 -0.66015
H 0.83262 -1.72967 0.08573
H 0.49708 -3.33951 -0.50420
H 1.34801 -3.18271 1.02976
H 2.22800 -2.57326 -1.59008
C -1.65546 -4.09008 1.63551
O -2.26364 -4.47537 0.42630
H -0.60633 -4.39473 1.71107
H -1.77515 -3.01961 1.83743
H -2.15935 -4.61077 2.45682
H -2.05075 -3.84365 -0.27801

***

Record 2
85
Properties=species:S:1:pos:R:3 method="wB97M-V/def2-TZVPD" homo_lumo_gap_ev="7.41 / 8.37" energy_ev=-56598.740 homo_ev="-8.2 / -9.2" fmax_ev_per_a=1.954 lumo_ev="-0.80 / -0.80" spin_multiplicity=3
O 1.89457 -1.87839 4.58118
C 1.56213 -1.74873 3.43548
C 2.25833 -2.41954 2.31859
C 2.37754 -1.80961 1.13966
C 1.79488 -0.45722 0.99000
O 2.28391 0.40878 0.31697
C 0.55933 -0.22838 1.78200
C -0.46072 0.59252 1.31821
C -1.60696 0.77020 2.09208
C -2.72848 1.65306 1.59491
C -4.00992 0.89439 1.17700
C -3.73367 -0.54125 0.74533
Cl -5.14942 -1.20946 -0.14953
C -1.71341 0.12160 3.33171
C -0.69129 -0.69715 3.80168
C 0.44162 -0.87186 3.01331
H 2.64911 -3.41674 2.44640
H 2.86153 -2.28795 0.30549
H -0.34010 1.08060 0.36145
H -2.35524 2.20104 0.73547
H -2.98284 2.34914 2.38796
H -4.48864 1.40013 0.34596
H -4.68725 0.84807 2.02442
H -2.89834 -0.58847 0.05890
H -3.58328 -1.17699 1.60695
H -2.61066 0.28402 3.91194
H -0.77974 -1.19635 4.75308
C 3.90834 4.28630 -1.79044
C 2.62887 4.43842 -0.94466
C 1.39971 4.15122 -1.80532
C 1.11841 5.24868 -2.83072
C 1.01189 6.61319 -2.14949
C 2.20065 6.94942 -1.24484
N 2.53927 5.80565 -0.34506
O 1.76131 5.79865 0.68927
C 3.42093 7.34930 -2.09694
C 1.85827 8.17697 -0.40640
C 2.73875 3.39158 0.15675
H 4.10023 3.22948 -1.97433
H 3.85046 4.75463 -2.77034
H 4.77313 4.69244 -1.26442
H 0.52385 4.04105 -1.15664
H 1.53530 3.19147 -2.30877
H 1.89458 5.26547 -3.60040
H 0.18275 5.03061 -3.35000
H 0.91106 7.39708 -2.90337
H 0.09283 6.63441 -1.55494
H 4.31263 7.43769 -1.47524
H 3.24426 8.31847 -2.56362
H 3.63579 6.65774 -2.90792
H 0.93748 8.04547 0.15829
H 1.72189 9.03430 -1.06519
H 2.65981 8.41004 0.29580
H 3.59621 3.59201 0.80296
H 2.87040 2.40678 -0.28025
H 1.84719 3.34639 0.77996
C -1.23916 -7.17087 -1.50447
C -1.03404 -6.60517 -0.08588
C -2.37890 -6.52240 0.64366
C -3.29162 -5.42318 0.09769
C -2.56324 -4.08259 0.10250
C -1.19961 -4.10228 -0.57910
N -0.37672 -5.26140 -0.12818
O 0.19938 -4.99735 1.00200
C -1.35154 -4.11316 -2.11346
C -0.51138 -2.78789 -0.23939
C -0.12041 -7.59480 0.62870
H -1.44121 -8.24009 -1.44657
H -2.08273 -6.73687 -2.03512
H -0.34298 -7.03662 -2.11154
H -2.19860 -6.33622 1.70724
H -2.87865 -7.49123 0.57941
H -3.63477 -5.66958 -0.91073
H -4.19042 -5.35182 0.71261
H -3.16595 -3.31178 -0.38038
H -2.43439 -3.76254 1.14286
H -0.38533 -4.26870 -2.59520
H -1.74202 -3.15410 -2.45393
H -2.04301 -4.86714 -2.48040
H -0.46193 -2.60598 0.83258
H -1.08689 -1.97196 -0.67776
H 0.50159 -2.73406 -0.64226
H 0.85460 -7.64971 0.14188
H -0.57225 -8.58552 0.59860
H 0.03291 -7.33534 1.67430

***

Record 3
23
Properties=species:S:1:pos:R:3 method="wB97M-V/def2-TZVPD" homo_lumo_gap_ev="3.19 / 7.44" energy_ev=-9558.243 homo_ev="0.9 / -3.4" charge=-1 fmax_ev_per_a=1.941 lumo_ev="4.13 / 3.99" spin_multiplicity=2
C -2.39271 0.89166 0.98661
C -2.61842 -0.30191 1.89226
H -1.95372 0.55226 0.05049
H -3.33249 1.39530 0.72961
H -1.76853 1.67733 1.40038
H -3.23639 -0.98157 1.34308
H -3.19486 0.02903 2.77026
H -1.72658 -0.72010 2.34160
C 1.14399 -1.18563 -2.69310
C 1.46206 0.80264 -1.16331
C 1.09244 -0.51691 -1.33539
C 1.09832 1.49057 0.04668
C 0.60018 0.72937 1.11144
C 0.65581 -1.27368 -0.23883
C 0.43278 -0.64193 1.03139
H 1.91550 1.32541 -1.95363
H 1.10874 2.57238 0.18037
H 1.33841 -0.43916 -3.47793
H 0.15661 -1.59159 -2.92271
H 0.56335 1.19666 2.10527
H 0.40024 -2.31725 -0.43852
H 0.03444 -1.14972 1.90226
H 1.99207 -1.87795 -2.74014

***

Record 4
74
Properties=species:S:1:pos:R:3 method="wB97M-V/def2-TZVPD" homo_lumo_gap_ev="6.17 / 6.43" energy_ev=-180490.993 homo_ev="-10.2 / -10.1" charge=+1 fmax_ev_per_a=3.424 lumo_ev="-4.01 / -3.69" spin_multiplicity=3
V 1.69459 0.01662 1.85037
O -0.85113 1.82912 7.75013
C -0.31299 1.48118 6.74472
S 0.64383 2.57059 5.71005
C 1.05438 1.37561 4.50268
C 0.57501 0.11828 4.68208
S 0.91042 -1.16545 3.57810
S -0.41546 -0.17642 6.08836
S 2.00439 1.82289 3.13372
C -0.94821 0.63086 -1.00623
C -0.05490 0.37929 -2.20820
As -0.78134 1.03632 -3.95441
C -1.20161 2.88004 -3.45840
C -2.24262 3.53552 -4.11471
C -2.52780 4.86275 -3.83663
C -1.76470 5.55781 -2.90836
C -0.70651 4.92580 -2.27444
C -0.42302 3.59620 -2.55447
C -2.56310 0.22932 -3.78469
C -3.56036 0.72042 -2.94234
C -4.78731 0.08011 -2.85280
C -5.03528 -1.05921 -3.60630
C -4.05272 -1.55470 -4.44968
C -2.82555 -0.91259 -4.53750
P -0.31234 0.00149 0.61012
C 0.01117 -1.77021 0.32326
C -0.76151 -2.85445 0.72907
C -0.32815 -4.14708 0.47867
C 0.88283 -4.37581 -0.16193
C 1.67818 -3.30580 -0.54019
C 1.24922 -2.01057 -0.29082
C -1.75739 0.29269 1.67104
C -2.92013 -0.47576 1.65801
C -3.97678 -0.13879 2.48894
C -3.89843 0.97709 3.30921
C -2.77468 1.78772 3.27276
C -1.70617 1.44428 2.45939
H -1.91975 0.15096 -1.13557
H -1.12738 1.69941 -0.86073
H 0.09477 -0.68966 -2.36117
H 0.92831 0.83882 -2.07321
H -2.83607 3.00171 -4.84743
H -3.34395 5.35789 -4.34655
H -1.98664 6.59366 -2.68746
H -0.09330 5.46973 -1.56713
H 0.41969 3.11622 -2.06683
H -3.38879 1.61723 -2.36076
H -5.55471 0.47726 -2.20011
H -5.99647 -1.55285 -3.54408
H -4.24715 -2.43364 -5.05074
H -2.06148 -1.29510 -5.20533
H -1.69103 -2.70543 1.25763
H -0.93174 -4.98654 0.79703
H 1.20578 -5.38841 -0.36305
H 2.62590 -3.48062 -1.03321
H 1.86104 -1.17451 -0.62565
H -3.02430 -1.31620 0.98447
H -4.87162 -0.74739 2.48688
H -4.72412 1.22712 3.96251
H -2.72303 2.68337 3.87828
H -0.84032 2.08878 2.40345
N 3.45174 -0.55571 1.72445
C 4.48977 -1.03063 1.55557
C 5.75852 -1.61137 1.34832
C 6.57880 -1.10769 0.32936
C 7.80218 -1.69959 0.08925
C 8.21438 -2.78441 0.85436
C 7.40623 -3.27389 1.87344
C 6.17838 -2.69619 2.12726
H 6.25064 -0.25918 -0.25642
H 8.43391 -1.30882 -0.69635
H 9.17063 -3.24844 0.65427
H 7.73277 -4.10936 2.47701
H 5.54457 -3.07170 2.91960